C30H28BF2N2O5PtTe | the ωB97M-V functional and the def2-TZVPD basis

```
70
Properties=species:S:1:pos:R:3:forces:R:3:nbo_charge:R:1
Pt -0.251825 1.305978 2.028068 0.000 -0.168 -0.458 0.416
Te 1.007400 -0.023926 -1.055011 -0.146 0.232 -0.477 1.012
F -3.047299 1.037827 1.222509 0.131 0.117 0.114 -0.530
F -2.480199 3.174126 1.625018 0.108 -0.096 -0.107 -0.513
O 0.100837 3.228754 5.944386 -0.014 -0.067 -0.056 -0.650
O -0.818947 -1.315338 1.636251 -0.060 -0.791 0.066 -0.543
O -2.133710 -2.717992 2.794830 0.001 0.118 -0.053 -0.681
O 1.252283 2.343391 4.272753 0.171 -0.079 -0.007 -0.498
O 0.886567 3.724101 1.350201 0.276 0.612 0.012 -0.619
N -0.802712 0.452508 3.863640 0.036 -0.060 0.000 -0.401
N 0.535988 1.797052 0.237566 0.068 0.466 0.773 -0.932
C 2.099473 4.958578 -0.813442 -0.004 0.019 -0.034 -0.115
C -1.408021 -1.593868 2.636733 -0.126 0.451 0.040 0.771
C -1.039718 0.113744 -1.535790 -0.134 0.071 0.055 -0.279
C 2.115538 3.575434 -0.644958 -0.086 -0.209 -0.083 -0.151
C -1.085705 0.587357 6.238266 0.155 0.088 0.071 -0.215
C -1.882279 -0.937976 -1.188112 0.044 0.005 -0.053 -0.225
C -2.934267 1.333240 -2.339990 0.007 0.010 0.002 -0.208
C 2.890239 5.561712 -1.779043 -0.001 -0.021 0.008 -0.237
C -1.402303 -0.750460 3.895333 -0.123 -0.089 -0.046 0.101
C 0.868606 -4.871609 -2.315356 0.000 -0.020 0.012 -0.020
C 2.966518 2.812324 -1.437317 0.071 0.106 0.074 -0.191
C -0.692397 2.391666 -2.655371 -0.054 -0.041 0.118 -0.640
C -3.778541 0.306551 -1.950388 0.000 -0.016 -0.032 -0.195
C 1.282808 -3.161307 -0.639773 0.018 0.016 0.072 -0.075
C -1.796560 -0.592398 6.248549 -0.105 -0.153 -0.001 -0.155
C 1.183464 3.007293 0.401808 -0.129 -0.227 -0.251 0.592
C 0.785436 -6.326218 -2.700847 0.009 0.080 0.030 -0.627
C -3.248964 -0.846734 -1.393023 0.006 -0.008 -0.038 -0.215
C 0.961064 -2.167443 -1.567127 0.069 -0.040 0.134 -0.215
C -1.943141 -1.274507 5.055939 -0.101 -0.201 0.109 -0.189
C 0.608711 -3.864468 -3.236591 0.012 0.004 -0.002 -0.225
C 3.761907 3.414890 -2.403614 0.010 0.013 0.009 -0.221
C -0.602562 1.078265 5.036113 0.061 0.214 -0.146 0.089
C 1.762835 -2.858498 0.761599 -0.001 -0.056 -0.074 -0.635
C 0.394602 -1.496957 -3.976193 -0.022 -0.045 0.078 -0.645
C 0.653719 -2.516105 -2.892768 0.018 -0.050 -0.016 -0.044
C 3.715614 4.788796 -2.586422 -0.010 -0.003 0.016 -0.208
C 0.322114 2.281354 5.011663 -0.124 0.003 0.058 0.758
C 1.217867 -4.500166 -1.025932 -0.002 0.014 0.018 -0.187
C -1.553245 1.260745 -2.155724 0.033 -0.005 0.016 -0.034
B -2.069627 1.906401 1.551390 0.008 -0.291 0.101 1.099
H -1.455818 -1.838492 -0.767405 -0.035 0.030 0.050 0.222
H 1.463582 -5.269603 -0.297590 -0.006 0.029 -0.025 0.193
H -3.897654 -1.668974 -1.115284 0.019 0.016 0.008 0.206
H 2.819477 -3.119056 0.858287 0.000 0.016 -0.015 0.219
H 4.423394 2.810087 -3.011920 -0.013 -0.008 0.019 0.210
H 1.454943 5.543094 -0.170661 0.015 0.000 -0.003 0.228
H -0.554379 -0.979658 -3.823301 0.015 -0.005 -0.005 0.233
H 1.179623 -0.738610 -4.000513 -0.011 0.020 -0.001 0.222
H 3.037542 1.747053 -1.286991 0.036 0.005 -0.032 0.210
H -2.459684 -2.221211 5.003304 0.061 0.009 0.063 0.254
H -1.196349 2.921164 -3.463945 0.002 -0.011 0.001 0.216
H -0.748691 3.103011 6.381660 -0.068 0.034 -0.045 0.485
H 1.650668 -1.806855 1.015364 -0.038 -0.006 0.045 0.223
H 1.218336 -3.449127 1.501909 -0.010 0.024 -0.022 0.209
H 1.670662 -6.869496 -2.367730 -0.003 -0.011 -0.009 0.217
H -4.847187 0.400887 -2.097225 0.010 0.003 -0.011 0.212
H 4.326564 5.257035 -3.348334 0.008 -0.003 0.025 0.210
H -0.864837 1.095235 7.167718 -0.004 0.065 -0.043 0.232
H 0.696479 -6.445554 -3.780210 -0.001 0.001 0.012 0.215
H 2.870951 6.638154 -1.898885 -0.036 -0.024 -0.010 0.211
H 0.376805 -4.132810 -4.262741 -0.014 -0.002 0.020 0.203
H -2.188601 -0.991268 7.174265 -0.032 -0.014 -0.038 0.234
H -2.095668 -3.183104 1.945535 0.006 -0.051 0.004 0.511
H 0.362398 -1.983368 -4.950474 0.005 -0.002 0.002 0.215
H -0.480518 3.104530 -1.857585 0.000 -0.001 -0.008 0.241
H 0.268391 2.029470 -3.024582 0.019 0.016 -0.007 0.222
H -0.082580 -6.798858 -2.236564 -0.001 -0.012 -0.019 0.217
H -3.349415 2.220208 -2.805926 0.012 -0.021 -0.005 0.210
```
Forces are in eV/Å.

Results
- E_tot: -2257.69096 hartree
- Spin multiplicity: 2
- Frontier orbital gap (spin up / spin down): 5.90 / 5.71 eV
- ΔE to the lowest compared entry with this formula, charge and spin: 178.8 kJ/mol
- Total charge: 0